(1)
A structure of composition C42H37ClFN4O5Rh. Source: the Open Molecules 2025 dataset; level of theory: ωB97M-V/def2-TZVPD.

```
! RIJCOSX wB97M-V def2-TZVPD def2/J DEFGRID3
* xyz 0 1
Rh -1.450 0.152 -0.014
C 6.114 -1.219 1.398
C 5.380 -2.153 2.358
C 6.021 -2.089 3.738
C 5.148 -2.760 4.791
C 3.821 -2.058 4.837
C 3.099 -1.914 6.001
C 1.879 -1.249 5.978
F 1.187 -1.139 7.130
C 1.360 -0.726 4.826
C 2.062 -0.893 3.629
C 1.449 -0.461 2.357
O 0.552 0.374 2.338
C 2.003 -1.137 1.196
C 3.237 -1.695 1.287
N 3.953 -1.778 2.433
C 3.296 -1.553 3.635
C 1.284 -1.283 -0.138
O 1.949 -1.571 -1.120
O 0.000 -1.216 -0.108
H 7.175 -1.468 1.380
H 6.001 -0.184 1.726
H 5.728 -1.296 0.383
H 5.440 -3.178 1.976
H 6.160 -1.040 4.013
H 7.000 -2.565 3.692
H 5.626 -2.724 5.770
H 5.006 -3.815 4.535
H 3.459 -2.334 6.931
H 0.412 -0.206 4.823
H 3.679 -2.119 0.394
C 2.749 4.235 0.993
C 1.599 4.945 1.321
C 0.355 4.390 1.099
C 0.253 3.107 0.549
C 1.409 2.407 0.202
C 2.648 2.971 0.428
N -0.972 2.495 0.311
N -1.989 3.202 0.242
C -3.153 2.551 -0.113
C -4.294 3.303 -0.370
C -5.437 2.670 -0.813
C -5.419 1.293 -0.975
C -4.260 0.604 -0.674
N -3.154 1.213 -0.254
H 3.723 4.674 1.165
H 1.680 5.936 1.748
H -0.549 4.924 1.358
H 1.302 1.445 -0.273
H 3.542 2.427 0.150
H -4.237 4.373 -0.232
H -6.328 3.237 -1.043
H -6.290 0.755 -1.320
H -4.200 -0.470 -0.784
Cl -5.449 -0.447 2.142
C -4.437 -1.833 1.822
C -5.056 -3.073 1.776
C -4.296 -4.216 1.596
C -2.917 -4.110 1.465
C -2.314 -2.869 1.512
C -3.049 -1.688 1.695
C -2.338 -0.405 1.811
H -6.129 -3.134 1.892
H -4.779 -5.183 1.565
H -2.319 -5.000 1.327
H -1.241 -2.777 1.396
H -1.430 -0.507 2.402
H -2.950 0.405 2.198
C -0.977 1.383 -8.338
C -1.101 1.036 -6.878
C -2.240 1.378 -6.162
C -2.366 1.064 -4.814
C -3.592 1.471 -4.043
C -1.319 0.397 -4.177
C -0.161 0.043 -4.871
C 0.948 -0.678 -4.160
C -0.080 0.360 -6.221
C -1.410 0.190 -2.690
O -2.094 -0.739 -2.193
O -0.824 1.040 -1.959
H -1.684 2.162 -8.618
H -1.178 0.509 -8.962
H 0.030 1.729 -8.572
H -3.046 1.911 -6.655
H -4.374 1.838 -4.707
H -3.346 2.265 -3.330
H -3.981 0.629 -3.471
H 1.151 -0.225 -3.191
H 1.869 -0.684 -4.742
H 0.663 -1.712 -3.955
H 0.808 0.086 -6.781
*
```

Summary:
- E_tot: -2888.5325 Ha
- LUMO (alpha / beta): -1.489 / -1.454 eV
- M: 835.14 g mol⁻¹
- Relative energy (zero: lowest compared OMol25 entry of this formula, charge and spin): 5.9 kcal/mol
- E_HOMO (alpha / beta): -0.2874 / -0.2887 hartree

Here are the Löwdin charges for atoms 1 to 6, given in e:
1. Rh 1.213
2. C -0.039
3. C -0.313
4. C -0.147
5. C -0.124
6. C -0.144

(2)
A structure of composition C42H37CoN4O3P. Source: the Open Molecules 2025 dataset; level of theory: ωB97M-V/def2-TZVPD.

```
! RIJCOSX wB97M-V def2-TZVPD def2/J DEFGRID3
* xyz 1 5
Co -0.104 -0.384 0.422
O 3.708 0.399 1.008
C 2.663 0.141 1.555
O 1.702 -0.567 1.020
C 2.411 0.643 2.967
C 3.534 1.002 3.706
C 3.402 1.559 4.965
C 2.135 1.794 5.492
C 1.011 1.441 4.768
C 1.137 0.832 3.513
P -0.408 0.373 2.662
C -1.421 1.869 2.839
C -2.654 1.878 3.488
C -3.329 3.081 3.659
C -2.790 4.262 3.168
C -1.575 4.249 2.490
C -0.891 3.056 2.324
C -1.244 -0.899 3.652
C -2.358 -1.504 3.066
C -3.046 -2.504 3.735
C -2.629 -2.899 5.001
C -1.531 -2.290 5.593
C -0.830 -1.300 4.919
H 4.510 0.853 3.260
H 4.283 1.835 5.532
H 2.022 2.260 6.463
H 0.027 1.640 5.177
H -3.079 0.960 3.873
H -4.277 3.094 4.185
H -3.323 5.196 3.308
H -1.157 5.167 2.096
H 0.058 3.042 1.795
H -2.678 -1.189 2.080
H -3.905 -2.975 3.272
H -3.161 -3.685 5.524
H -1.216 -2.586 6.587
H 0.035 -0.848 5.385
C -3.001 -1.084 -0.785
N -1.921 -0.132 -0.513
C -1.980 1.026 -1.114
C -0.865 1.872 -1.070
C -0.574 3.119 -1.627
C 0.765 3.384 -1.324
C 1.237 2.288 -0.600
N 0.254 1.376 -0.445
C -2.786 -1.960 -2.009
C -3.882 -2.665 -2.500
C -3.765 -3.475 -3.620
C -2.548 -3.573 -4.279
C -1.455 -2.862 -3.805
C -1.569 -2.071 -2.669
H -3.933 -0.544 -0.953
H -3.141 -1.712 0.096
H -2.862 1.312 -1.684
H -1.265 3.732 -2.190
H 1.344 4.256 -1.596
H 2.236 2.118 -0.215
H -4.846 -2.567 -2.007
H -4.631 -4.017 -3.985
H -2.454 -4.197 -5.162
H -0.507 -2.909 -4.329
H -0.706 -1.528 -2.321
C 1.668 -6.627 1.660
N 1.478 -5.188 1.743
N 0.580 -4.520 0.935
C 0.495 -3.213 1.335
O -0.287 -2.380 0.743
C 1.362 -3.103 2.451
C 1.934 -4.329 2.666
C 2.934 -4.729 3.700
C 0.007 -5.190 -0.194
C 0.708 -5.222 -1.390
C 0.194 -5.947 -2.455
C -1.017 -6.612 -2.323
C -1.722 -6.555 -1.127
C -1.205 -5.845 -0.051
H 1.674 -6.944 0.624
H 0.881 -7.167 2.188
H 2.627 -6.869 2.105
H 1.563 -2.213 3.014
H 3.289 -3.839 4.215
H 3.794 -5.225 3.246
H 2.500 -5.409 4.437
H 1.650 -4.692 -1.472
H 0.742 -5.991 -3.390
H -1.419 -7.180 -3.155
H -2.669 -7.071 -1.026
H -1.730 -5.801 0.897
*
```

Summary:
- E_tot: -3791.3670 Ha
- LUMO (alpha / beta): -2.043 / -4.707 eV
- M: 735.69 g mol⁻¹
- E_HOMO (alpha / beta): -0.3812 / -0.3811 hartree

Here are the natural (NBO) charges for atoms 1 to 6, given in e:
1. Co 1.618
2. O -0.588
3. C 0.763
4. O -0.775
5. C -0.058
6. C -0.182

(3)
A structure of composition C42H37N2O6SSr. Source: the Open Molecules 2025 dataset; level of theory: ωB97M-V/def2-TZVPD.

```
! RIJCOSX wB97M-V def2-TZVPD def2/J DEFGRID3
* xyz -1 1
Sr -0.647 -0.570 0.730
O 0.965 0.842 1.788
C 1.874 0.100 2.479
C 2.855 -0.651 1.486
C 2.371 -1.752 0.557
C 2.909 -3.033 0.673
C 2.493 -4.026 -0.193
C 1.563 -3.731 -1.170
C 1.067 -2.432 -1.270
C 0.123 -2.081 -2.406
C -1.403 -1.768 -2.153
O -1.551 -0.592 -1.481
C -2.124 -2.936 -1.429
C -3.193 -2.666 -0.579
C -3.889 -3.697 0.036
C -3.525 -5.019 -0.177
C -2.467 -5.301 -1.029
C -1.784 -4.268 -1.655
C -2.127 -1.688 -3.527
C -1.748 -2.355 -4.688
C -2.487 -2.236 -5.860
C -3.627 -1.451 -5.893
C -4.016 -0.777 -4.741
C -3.270 -0.892 -3.580
N 1.501 -1.483 -0.427
C 2.789 0.997 3.350
C 2.727 2.373 3.176
C 3.530 3.221 3.929
C 4.413 2.700 4.865
C 4.484 1.325 5.043
C 3.677 0.483 4.292
C 1.184 -0.853 3.485
C 1.542 -2.180 3.687
C 0.902 -2.952 4.651
C -0.099 -2.402 5.435
C -0.459 -1.073 5.248
C 0.176 -0.311 4.282
H 3.701 -1.066 2.041
H 3.239 0.159 0.862
H 3.645 -3.245 1.438
H 2.892 -5.029 -0.104
H 1.227 -4.495 -1.857
H 0.235 -2.894 -3.122
H 0.496 -1.170 -2.880
H -3.462 -1.636 -0.391
H -4.706 -3.464 0.709
H -4.054 -5.820 0.324
H -2.168 -6.328 -1.202
H -0.976 -4.511 -2.332
H -0.868 -2.984 -4.701
H -2.165 -2.764 -6.750
H -4.206 -1.360 -6.804
H -4.901 -0.153 -4.753
H -3.541 -0.347 -2.686
H 2.027 2.746 2.439
H 3.468 4.293 3.783
H 5.038 3.360 5.455
H 5.164 0.907 5.776
H 3.724 -0.589 4.454
H 2.306 -2.637 3.078
H 1.179 -3.993 4.775
H -0.605 -3.006 6.177
H -1.247 -0.637 5.850
H -0.103 0.723 4.120
C -3.791 1.103 0.503
S -2.249 2.041 0.528
C -2.080 2.284 2.310
H -3.717 0.215 1.134
H -3.943 0.787 -0.528
H -4.632 1.714 0.831
H -2.817 2.990 2.692
H -1.071 2.657 2.484
H -2.180 1.332 2.837
O -0.546 -2.979 1.417
C -1.532 -2.881 2.180
O -2.197 -1.838 2.393
C -1.962 -4.148 2.900
C -3.010 -4.132 3.807
C -3.410 -5.297 4.448
C -2.764 -6.493 4.183
C -1.717 -6.485 3.273
C -1.301 -5.336 2.626
N -1.030 -7.751 2.985
O -1.404 -8.752 3.573
O -0.100 -7.735 2.203
H -3.498 -3.183 3.991
H -4.228 -5.277 5.156
H -3.051 -7.417 4.661
H -0.491 -5.342 1.912
*
```

Summary:
- E_tot: -2612.6969 Ha
- LUMO: 1.749 eV
- M: 785.45 g mol⁻¹
- Relative energy (zero: lowest compared OMol25 entry of this formula, charge and spin): 0.0 kcal/mol
- E_HOMO: -0.2041 hartree

Here are the Löwdin charges for atoms 1 to 6, given in e:
1. Sr 1.491
2. O -0.373
3. C -0.548
4. C -0.042
5. C -0.263
6. C -0.041

(4)
A structure of composition C42H37NOPRbS7. Source: the Open Molecules 2025 dataset; level of theory: ωB97M-V/def2-TZVPD.

```
! RIJCOSX wB97M-V def2-TZVPD def2/J DEFGRID3
* xyz -2 1
Rb -0.530 0.825 -0.256
C 5.672 -2.544 -0.741
C 4.282 -2.735 -1.323
S 3.065 -1.410 -1.013
C 2.822 -1.434 0.788
C 3.744 -0.593 1.651
S 4.040 1.121 1.129
C 5.104 0.986 -0.370
C 6.370 0.169 -0.174
S 6.611 -1.137 -1.434
H 6.276 -3.427 -0.970
H 5.640 -2.421 0.341
H 3.848 -3.659 -0.937
H 4.336 -2.787 -2.411
H 2.869 -2.477 1.106
H 1.797 -1.076 0.924
H 4.707 -1.072 1.834
H 3.233 -0.463 2.610
H 5.333 2.026 -0.604
H 4.494 0.582 -1.175
H 6.396 -0.334 0.791
H 7.262 0.787 -0.257
O 2.139 2.839 7.317
C 1.650 2.401 6.298
S 0.801 3.364 5.114
C 0.389 2.073 3.929
C 0.844 0.836 4.255
S 0.753 -0.598 3.343
S 1.695 0.713 5.830
S -0.539 2.564 2.604
C -5.124 0.846 -1.803
C -4.991 2.092 -2.395
C -3.750 2.488 -2.849
C -2.642 1.629 -2.777
C -2.723 0.375 -2.115
C -3.994 0.066 -1.608
C -1.446 2.014 -3.527
C -1.630 2.682 -4.762
C -0.555 3.073 -5.507
C 0.745 2.798 -5.033
C 1.902 3.197 -5.719
C 3.149 2.882 -5.229
C 3.264 2.163 -4.038
C 2.146 1.779 -3.332
C 0.850 2.085 -3.803
N -0.228 1.712 -3.083
H -6.106 0.496 -1.488
H -5.846 2.755 -2.502
H -3.640 3.496 -3.240
H -4.128 -0.884 -1.091
H -2.628 2.875 -5.123
H -0.675 3.584 -6.455
H 1.794 3.753 -6.645
H 4.041 3.185 -5.764
H 4.250 1.911 -3.667
H 2.228 1.225 -2.403
C 1.225 -6.126 1.482
C 1.233 -5.017 2.316
C 0.466 -3.910 2.011
C -0.340 -3.902 0.870
C -0.329 -5.011 0.028
C 0.447 -6.115 0.336
P -1.322 -2.384 0.579
C -2.288 -2.459 2.131
C -2.709 -3.677 2.664
C -3.446 -3.709 3.833
C -3.753 -2.529 4.491
C -3.327 -1.318 3.973
C -2.600 -1.279 2.795
C -2.535 -3.036 -0.630
C -2.134 -3.005 -1.966
C -2.986 -3.441 -2.964
C -4.256 -3.889 -2.646
C -4.668 -3.907 -1.324
C -3.815 -3.478 -0.320
H 1.825 -6.996 1.720
H 1.839 -5.019 3.212
H 0.478 -3.042 2.656
H -0.939 -5.016 -0.865
H 0.437 -6.977 -0.320
H -2.451 -4.602 2.162
H -3.773 -4.659 4.236
H -4.317 -2.559 5.413
H -3.546 -0.398 4.496
H -2.246 -0.332 2.406
H -1.153 -2.619 -2.213
H -2.669 -3.409 -3.997
H -4.934 -4.207 -3.427
H -5.666 -4.241 -1.071
H -4.161 -3.470 0.704
*
```

Summary:
- E_tot: -4905.4722 Ha
- LUMO: 3.497 eV
- M: 912.67 g mol⁻¹
- E_HOMO: -0.0132 hartree

Here are the natural (NBO) charges for atoms 1 to 6, given in e:
1. Rb 0.886
2. C -0.534
3. C -0.538
4. S 0.176
5. C -0.562
6. C -0.577

(5)
A structure of composition C42H38As2BrCl2N5O2Sn. Source: the Open Molecules 2025 dataset; level of theory: ωB97M-V/def2-TZVPD.

```
! RIJCOSX wB97M-V def2-TZVPD def2/J DEFGRID3
* xyz -2 1
Sn -0.799 -0.605 -0.481
C 4.043 0.713 3.207
As 2.400 0.659 2.098
C 2.616 -1.206 1.539
C 1.128 0.355 3.580
C 1.434 -0.498 4.639
C 0.524 -0.743 5.658
C -0.724 -0.139 5.614
C -1.043 0.713 4.565
C -0.130 0.985 3.546
As -0.559 2.194 2.036
C -2.263 2.918 2.704
C 0.541 3.684 2.751
H 4.195 -0.212 3.764
H 3.992 1.548 3.907
H 4.895 0.868 2.546
H 2.745 -1.862 2.401
H 3.493 -1.262 0.894
H 1.748 -1.524 0.961
H 2.399 -0.991 4.669
H 0.787 -1.407 6.473
H -1.453 -0.333 6.392
H -2.028 1.157 4.536
H -3.046 2.166 2.596
H -2.528 3.764 2.069
H -2.201 3.255 3.740
H 0.402 3.799 3.827
H 0.261 4.610 2.247
H 1.589 3.482 2.538
Cl -2.836 -4.654 -3.172
C -2.689 -4.667 -1.437
C -3.357 -5.659 -0.721
C -3.270 -5.718 0.643
Cl -4.124 -6.992 1.499
C -2.498 -4.778 1.356
C -2.340 -4.772 2.759
C -1.544 -3.832 3.350
C -0.905 -2.877 2.542
N -1.040 -2.850 1.240
C -1.818 -3.767 0.622
C -1.910 -3.659 -0.833
O -1.314 -2.751 -1.492
H -3.951 -6.389 -1.255
H -2.855 -5.516 3.352
H -1.409 -3.804 4.424
H -0.280 -2.107 2.982
Br -5.172 -0.215 -7.174
C -3.580 0.821 -7.008
C -2.447 0.265 -6.438
C -1.283 1.014 -6.362
C -1.221 2.312 -6.897
C -2.402 2.858 -7.418
C -3.573 2.124 -7.475
N -0.028 2.988 -7.162
N 1.048 2.892 -6.487
C 1.192 2.550 -5.173
C 2.504 2.117 -4.866
C 2.866 1.608 -3.659
C 1.932 1.492 -2.567
O 2.230 0.961 -1.499
C 0.599 2.136 -2.793
N -0.201 2.268 -1.711
C -1.316 2.957 -1.824
C -1.704 3.585 -3.008
C -0.920 3.435 -4.124
C 0.257 2.666 -4.065
H -2.472 -0.743 -6.047
H -0.399 0.581 -5.913
H -2.373 3.872 -7.800
H -4.473 2.555 -7.895
H 3.215 2.148 -5.685
H 3.869 1.236 -3.489
H -1.934 3.005 -0.931
H -2.610 4.177 -3.042
H -1.186 3.942 -5.040
C -3.828 -0.902 2.400
C -4.627 -0.420 1.224
C -6.012 -0.361 1.291
C -6.784 0.018 0.200
C -6.131 0.322 -0.992
C -4.752 0.277 -1.104
C -4.073 0.576 -2.407
C -3.938 -0.076 0.017
N -2.597 -0.045 -0.065
H -4.354 -0.725 3.344
H -2.857 -0.413 2.417
H -3.629 -1.976 2.323
H -6.502 -0.635 2.224
H -7.866 0.052 0.267
H -6.717 0.596 -1.866
H -4.803 0.729 -3.202
H -3.406 -0.245 -2.685
H -3.439 1.464 -2.330
*
```

Summary:
- E_tot: -10227.8025 Ha
- LUMO: 3.955 eV
- M: 1064.16 g mol⁻¹
- E_HOMO: -0.0547 hartree

Here are the natural (NBO) charges for atoms 1 to 6, given in e:
1. Sn 1.373
2. C -0.958
3. As 0.954
4. C -0.944
5. C -0.339
6. C -0.225